1.
# C20H27Cl24F9O3Si2

A molecular structure, C20H27Cl24F9O3Si2 (ωB97M-V with the def2-TZVPD basis set, OMol25).

```
85
C20H27Cl24F9O3Si2 | OMol25 | ωB97M-V with the def2-TZVPD basis set
C -3.92292 1.44567 -1.44628
C -3.49973 0.12813 -2.09690
C -3.43533 -1.06138 -1.13153
C -2.50108 -0.91466 0.09473
C -3.05836 -1.77716 1.25737
Si -0.72445 -1.39243 -0.14864
O 0.15930 -1.12962 1.20462
Si 0.18184 0.34079 1.98558
C 1.82015 0.62437 2.83823
C 2.55919 -0.65193 3.20776
O 1.58408 -1.56130 3.78595
C 2.07411 -2.56945 4.50717
O 3.19810 -2.97880 4.45391
C -0.46429 -3.28278 -0.46807
F -1.38799 -3.79217 -1.34494
F 0.78617 -3.46220 -1.01592
C -0.51025 -4.18421 0.78260
F 0.55409 -3.91798 1.57121
F -0.40419 -5.48191 0.37548
C 0.15262 -0.39097 -1.58431
F -0.41015 0.85694 -1.66183
F 1.47468 -0.20708 -1.28235
C 0.10183 -0.99963 -3.01167
F 1.09392 -1.84297 -3.20093
F 0.17214 -0.06180 -3.94254
F -1.04470 -1.66483 -3.17621
H -3.20606 1.78098 -0.68815
H -4.91552 1.37626 -0.99123
H -3.95331 2.24215 -2.19768
H -2.56437 0.28223 -2.63861
H -4.24463 -0.12841 -2.86105
H -4.45074 -1.19321 -0.73102
H -3.21534 -1.97478 -1.69346
H -2.56345 0.13126 0.42009
H -4.01524 -1.36886 1.58912
H -3.25970 -2.79215 0.89084
H -2.36691 -1.84180 2.10422
H -0.05872 1.41311 1.01090
H -0.90929 0.41615 2.98334
H 1.61912 1.22999 3.73010
H 2.48446 1.22670 2.20789
H 3.00758 -1.12409 2.33071
H 3.33120 -0.47877 3.96271
H 1.31074 -2.98802 5.17756
H -1.44082 -4.08922 1.34673
C -0.37680 4.98908 -0.58874
Cl -1.90488 5.83630 -0.34449
Cl 0.87922 6.10402 -1.12110
Cl 0.11160 4.13981 0.87806
H -0.52486 4.25225 -1.36766
C 3.09912 -5.57887 -0.40871
Cl 3.13352 -7.32941 -0.15130
Cl 4.19723 -4.76501 0.69976
Cl 3.47064 -5.18102 -2.08721
H 2.09582 -5.23404 -0.20043
C 4.48480 0.48477 -4.50623
Cl 5.88032 0.84889 -3.49280
Cl 4.01219 1.89585 -5.45271
Cl 4.80550 -0.89797 -5.54969
H 3.66203 0.22804 -3.85323
C -0.31094 6.93976 4.02706
Cl 0.43925 5.74416 5.08626
Cl 0.73570 7.30108 2.65493
Cl -1.89652 6.39462 3.48740
H -0.44467 7.85146 4.59366
C 1.80215 -8.12332 -3.51911
Cl 0.42791 -7.08005 -3.15736
Cl 1.29579 -9.81004 -3.63529
Cl 2.61852 -7.61026 -4.99626
H 2.50648 -8.03977 -2.70215
C 5.39161 3.22721 1.19424
Cl 5.96748 2.33901 -0.21125
Cl 4.03284 4.27108 0.78028
Cl 4.94955 2.12441 2.50395
H 6.20336 3.84796 1.54920
C -7.54341 -2.24346 2.08517
Cl -7.61875 -3.97307 2.40492
Cl -6.34417 -1.46302 3.11824
Cl -7.20251 -1.93125 0.38185
H -8.50981 -1.81527 2.31509
C 0.23387 10.11818 -1.36490
Cl 1.86649 10.16666 -2.03336
Cl -0.88939 9.37460 -2.50434
Cl 0.21471 9.26971 0.17914
H -0.08874 11.13677 -1.19638
```

Its energy above the lowest of the compared OMol25 structures with the same formula, charge and spin is 0.0000 eV. The calculation puts the HOMO energy at -10.73 eV. The spin multiplicity is 1. For the HOMO-LUMO gap, the calculation gives 10.92 eV.


2.
# C20H27FN2O4

2 unconnected molecules or ions with the total composition C20H27FN2O4 at a distorted geometry (ωB97M-V with the def2-TZVPD basis set, OMol25).

```
54
C20H27FN2O4 | OMol25 | ωB97M-V with the def2-TZVPD basis set
C 6.02638 1.18899 -1.41323
H 7.14618 1.15811 -1.88339
H 5.90810 2.25454 -1.08784
H 5.31720 0.95434 -2.32565
O 5.92612 -0.00422 -0.66021
C 4.67987 -0.03314 0.18393
O 3.69983 0.64533 0.09675
C 4.75509 -1.05422 1.01459
H 5.40882 -0.77885 1.84662
C 3.40871 -1.38780 1.65518
C 2.44963 -1.61133 0.51130
O 2.90645 -2.31818 -0.54086
N 1.20069 -1.75229 0.43422
C 0.51747 -0.64366 1.54253
H 1.00387 -0.74843 2.33506
C 0.28098 0.65332 1.07275
H -0.13355 1.14349 1.72821
C -0.47037 0.58408 -0.28479
C 0.34511 -0.23909 -1.39097
C 0.38036 -1.67093 -0.55614
H 0.90615 -2.40032 -1.42421
H -0.68229 -2.05741 -0.27339
H -0.35312 -0.33213 -2.18541
H 1.16721 0.08231 -1.41735
C -0.54318 2.19050 -1.26231
C -1.15468 3.08785 -0.14785
C -2.47912 2.31923 0.51082
O -2.57923 2.53425 1.67991
N -3.54742 2.13863 -0.25559
H -3.21560 2.14386 -1.27943
C -4.60372 1.49421 -0.00780
C -4.30425 -0.10985 -0.14608
C -4.41481 -0.76412 -1.17509
C -4.07242 -2.25482 -1.30259
C -3.50911 -2.78546 -0.16678
C -3.24634 -1.82436 1.04984
C -3.65988 -0.69768 0.90716
H -3.53501 -0.11813 2.25148
H -2.85788 -2.48025 1.87496
F -3.20095 -3.88014 -0.14970
H -4.09985 -2.77508 -2.02585
H -5.03712 -0.25670 -1.81520
H -4.94580 1.63216 1.09854
H -5.50651 1.48037 -0.58326
H -1.60753 3.99807 -0.81226
H -0.41386 3.32706 0.64622
H 0.54519 2.26900 -1.21614
H -0.94847 1.76627 -1.92746
H -1.41524 0.35934 -0.25157
H 1.21341 1.16697 0.81010
H -0.47304 -1.11135 1.61736
H 3.00427 -0.38005 2.04510
H 3.57882 -2.06116 2.32749
H 5.23445 -2.04113 0.72831
```

The calculation puts the HOMO energy at -8.08 eV. The spin multiplicity is 1. For the HOMO-LUMO gap, the calculation gives 8.74 eV.


Energy (Eh)
-13526.47963; -1287.92392